Record 1
Below is a molecular structure, C30H24Cl2FeO2P at a distorted geometry, with properties calculated with the ωB97M-V functional and the def2-TZVPD basis.

Output
2S+1 = 6
⟨S²⟩ = 8.77
Charge = 0
LUMO (alpha / beta) = 0.0138 / -0.0748 Ha
Orbital gap (alpha / beta) = 0.321 / 0.236 hartree
HOMO energy (alpha / beta) = -8.366 / -8.462 eV

Structure (XYZ):
```
60
C30H24Cl2FeO2P the ωB97M-V functional and the def2-TZVPD basis
C -1.032 -1.860 2.874
C -0.951 -2.160 1.481
C 0.457 -2.302 1.148
H -1.829 -2.311 0.850
C 1.207 -2.054 2.355
C 0.288 -1.821 3.409
H 0.583 -1.720 4.452
H -1.982 -1.772 3.401
H 0.848 -2.662 0.195
H 2.281 -2.147 2.494
Fe 0.049 -0.082 1.400
Cl 1.829 0.798 0.326
P 0.148 -0.088 -1.692
C 1.226 -1.165 -2.744
C 0.783 -1.824 -3.900
H -0.266 -1.770 -4.194
C 1.684 -2.543 -4.691
H 1.311 -3.037 -5.584
C 3.031 -2.624 -4.342
H 3.723 -3.181 -4.978
C 3.477 -1.970 -3.192
H 4.532 -2.029 -2.929
C 2.586 -1.251 -2.392
H 2.938 -0.742 -1.493
C -1.473 -0.503 -2.456
C -2.102 -1.677 -1.989
H -1.626 -2.286 -1.215
C -3.328 -2.072 -2.527
H -3.822 -2.971 -2.155
C -3.931 -1.320 -3.544
H -4.885 -1.634 -3.975
C -3.296 -0.173 -4.025
H -3.738 0.417 -4.826
C -2.078 0.245 -3.475
H -1.596 1.149 -3.850
C 0.463 1.512 -2.532
C 1.143 1.662 -3.745
H 1.564 0.793 -4.252
C 1.272 2.930 -4.324
H 1.792 3.017 -5.276
C 0.746 4.057 -3.693
H 0.844 5.038 -4.162
C 0.084 3.909 -2.469
H -0.329 4.790 -1.977
C -0.049 2.651 -1.883
H -0.546 2.548 -0.916
Cl 1.405 2.090 9.398
C 0.646 1.830 7.875
C -0.705 1.445 7.823
C -1.292 1.188 6.573
C -0.551 1.338 5.394
C 0.788 1.738 5.460
C 1.400 1.984 6.695
C -1.159 0.860 4.079
O -2.340 0.478 4.133
O -0.384 0.940 3.033
H -1.259 1.343 8.754
H -2.331 0.876 6.516
H 1.313 1.843 4.522
H 2.440 2.281 6.756
```

Record 2
Below is a molecular structure, C30H24Cl2IN2O7Os at a distorted geometry, with properties calculated with the ωB97M-V functional and the def2-TZVPD basis.

Output
Charge = +1
LUMO (alpha / beta) = -0.1796 / -0.1818 Ha
Orbital gap (alpha / beta) = 0.215 / 0.212 hartree
HOMO energy (alpha / beta) = -10.727 / -10.727 eV

Structure (XYZ):
```
67
C30H24Cl2IN2O7Os the ωB97M-V functional and the def2-TZVPD basis
Os 1.338 -0.642 -1.126
C 2.058 1.167 3.601
C 1.181 1.933 2.656
N 0.544 2.985 3.146
C -0.233 3.705 2.346
C -0.399 3.455 0.995
C -1.296 4.366 0.189
O -0.626 5.020 -0.880
C 0.264 2.335 0.449
C 0.128 2.162 -0.992
N 0.428 1.148 -1.722
C 0.157 1.295 -3.129
C -1.045 1.839 -3.566
C -1.274 2.004 -4.923
C -0.311 1.626 -5.846
C 0.883 1.063 -5.418
C 1.100 0.895 -4.063
I 2.835 -0.008 -3.354
C 1.031 1.558 1.311
O 1.684 0.406 0.908
H 2.521 1.870 4.290
H 2.828 0.596 3.088
H 1.457 0.479 4.201
H -0.740 4.549 2.801
H -1.760 5.087 0.866
H -2.109 3.800 -0.269
H -0.056 5.710 -0.524
H -0.239 3.044 -1.509
H -1.806 2.111 -2.849
H -2.213 2.421 -5.259
H -0.490 1.759 -6.904
H 1.630 0.756 -6.137
Cl 3.388 -3.971 4.769
C 3.203 -3.290 3.192
C 4.075 -3.664 2.177
C 3.931 -3.118 0.916
C 2.903 -2.212 0.675
O 2.758 -1.755 -0.595
C 2.043 -1.822 1.696
C 0.960 -0.837 1.421
O 0.169 -1.180 0.370
C 2.197 -2.369 2.962
H 4.859 -4.378 2.382
H 4.585 -3.401 0.103
H 0.357 -0.617 2.306
H 1.530 -2.084 3.766
C -3.300 0.544 -0.003
C -2.823 -0.703 0.670
C -2.669 -0.763 2.043
C -2.190 -1.919 2.647
Cl -1.890 -1.921 4.358
C -1.925 -3.048 1.900
C -2.072 -3.002 0.519
C -2.466 -1.823 -0.088
O -2.478 -1.629 -1.456
C -1.864 -2.624 -2.251
C -0.361 -2.690 -1.990
O 0.257 -3.613 -1.567
O 0.266 -1.520 -2.358
H -3.503 1.323 0.733
H -4.213 0.366 -0.574
H -2.556 0.905 -0.712
H -2.907 0.100 2.653
H -1.584 -3.954 2.381
H -1.799 -3.875 -0.054
H -2.043 -2.344 -3.287
H -2.308 -3.606 -2.084
```

ΔE to the lowest compared entry with this formula, charge and spin values (in kcal per mole) by entry order: 10.2, 1.1.